one) ORCA calculation (ωB97M-V with the def2-TZVPD basis set) on 2 unconnected molecules or ions with the total composition C2H7NOS2.

gap between HOMO and LUMO = 8.8129 eV
LUMO level = 0.42 eV
SMILES string = NC=O.CSS

The geometry in XYZ format:
```
13
Properties=species:S:1:pos:R:3:lowdin_charge:R:1
S 0.69316 -0.43672 -0.57976 0.371
S 1.92907 1.21737 -0.51462 0.301
O -2.70233 -0.66333 0.99459 -0.027
N -0.60430 -0.91653 1.92017 0.051
C -0.46534 0.05962 -1.93730 -0.440
C -1.77151 -0.24971 1.70741 -0.402
H -1.93856 0.63535 2.32743 0.126
H -0.18450 1.08243 -2.24375 0.002
H -0.59975 -1.89706 1.63583 0.114
H -0.45346 -0.57190 -2.89469 0.065
H 1.84533 1.25687 -1.86360 -0.190
H -1.46548 0.18023 -1.43762 0.032
H 0.11054 -0.31333 1.96788 0.000
```

two) ORCA calculation (ωB97M-V with the def2-TZVPD basis set) on 2 unconnected molecules or ions with the total composition C2H7NOS2.

gap between HOMO and LUMO = 9.1720 eV
LUMO level = 0.54 eV
SMILES string = NC=O.CSS

The geometry in XYZ format:
```
13
Properties=species:S:1:pos:R:3:lowdin_charge:R:1
S 0.59602 -1.57001 2.27083 0.296
S 0.84477 0.31522 1.35711 0.362
O -0.90592 0.78332 -1.84497 -0.009
N 0.50365 -0.87714 -2.38744 0.133
C -0.58990 1.16362 2.08494 -0.497
C -0.48099 -0.00349 -2.65932 -0.427
H -0.52859 1.44938 3.13116 0.032
H 1.02409 -1.43071 -3.01933 0.085
H -0.63612 2.08578 1.49095 0.029
H -0.95984 -0.02820 -3.64614 0.123
H 0.84970 -0.91575 -1.45507 0.063
H 1.81616 -1.63890 2.80460 -0.220
H -1.53303 0.66687 1.87268 0.031
```

Bottom line: two), by a margin of 103.4 kJ/mol.

one) ORCA calculation (ωB97M-V with the def2-TZVPD basis set) on a gas-phase ion, C4H6IN2 (charge +1).

gap between HOMO and LUMO = 9.5247 eV
charge = +1
LUMO level = -3.98 eV
SMILES string = C[n+]1cc[nH]c1I

The geometry in XYZ format:
```
13
Properties=species:S:1:pos:R:3:lowdin_charge:R:1
I 2.58946 -1.61465 0.35047 1.016
N -0.23288 -0.22445 -0.33540 -0.106
N 0.70726 0.48577 1.56652 0.061
C -0.21384 -0.81244 -1.69504 0.005
C 0.89002 -0.40897 0.62807 -0.662
C -0.46478 1.15361 1.35209 -0.039
C -1.05306 0.69923 0.20524 -0.026
H 0.32349 0.02824 -2.21270 0.139
H -1.24572 -0.85530 -1.92373 0.084
H -1.89102 0.86115 -0.37462 0.125
H 1.45884 0.54092 2.23248 0.163
H -0.87915 1.98250 2.00807 0.163
H 0.01139 -1.83561 -1.80146 0.077
```

two) ORCA calculation (ωB97M-V with the def2-TZVPD basis set) on a gas-phase ion, C4H6IN2 (charge +1).

gap between HOMO and LUMO = 8.2306 eV
charge = +1
LUMO level = -5.10 eV
SMILES string = CC#CN/C=[NH+]/I

The geometry in XYZ format:
```
13
Properties=species:S:1:pos:R:3:lowdin_charge:R:1
I 5.26105 -0.15851 -0.12314 0.953
N 3.30292 0.13987 0.49452 -0.394
N 1.31072 1.27905 0.42050 0.066
C -1.20450 -1.45100 -0.46867 -0.073
C 0.57704 0.17964 0.33449 -0.069
C -0.49395 -0.38339 0.20698 0.032
C 2.62216 1.26375 0.33897 -0.206
H 1.04186 2.25800 0.49843 0.192
H -0.74657 -2.38102 -0.54080 0.069
H -2.28970 -1.47101 -0.25030 0.101
H 3.18056 2.09768 -0.05138 0.143
H 2.69177 -0.67265 0.51010 0.074
H -1.15316 -1.16766 -1.55547 0.112
```

Bottom line: one), by a margin of 247.5 kJ/mol.

one) ORCA calculation (ωB97M-V with the def2-TZVPD basis set) on 2 unconnected molecules or ions with the total composition CH2Cl2OSi.

gap between HOMO and LUMO = 8.4383 eV
LUMO level = 0.08 eV

The geometry in XYZ format:
```
7
Properties=species:S:1:pos:R:3:lowdin_charge:R:1
Cl 1.98556 0.90716 0.71568 0.235
Cl 1.31286 -0.41154 -2.22176 0.245
Si 0.93344 -0.51049 -0.25833 -0.207
O -1.59297 1.56814 0.86195 -0.006
C -1.49261 0.48231 0.40872 -0.212
H 1.17576 -1.82524 0.29164 -0.103
H -2.32205 -0.21034 0.20210 0.047
```

two) ORCA calculation (ωB97M-V with the def2-TZVPD basis set) on 2 unconnected molecules or ions with the total composition CH2Cl2OSi.

gap between HOMO and LUMO (alpha / beta) = 7.3275 / 8.2057 eV
LUMO level (alpha / beta) = -1.21 / -0.05 eV

The geometry in XYZ format:
```
7
Properties=species:S:1:pos:R:3:lowdin_charge:R:1
Cl 2.55804 -0.31991 -1.78430 0.239
Cl 1.05813 2.34986 -1.97605 0.173
Si 1.88018 1.09931 -0.62921 -0.318
O -1.03717 -1.58443 0.66610 0.033
C -0.99295 -0.41985 0.85569 -0.056
H 3.04232 1.83156 0.05152 -0.098
H -1.47389 0.19785 1.53581 0.028
```

Bottom line: one), by a margin of 145.7 kJ/mol.

one) ORCA calculation (ωB97M-V with the def2-TZVPD basis set) on C4H9NO3 in the gas phase.

gap between HOMO and LUMO = 10.4261 eV
LUMO level = 0.68 eV
SMILES string = O=C(CCO)NCO

The geometry in XYZ format:
```
17
Properties=species:S:1:pos:R:3:lowdin_charge:R:1
O -2.05690 1.15027 -0.68462 -0.055
O 0.86458 0.14780 2.37245 0.076
O 0.80315 -2.54529 -1.09554 -0.124
N -0.26049 1.46397 0.97155 0.118
C 0.49021 0.36621 1.25558 -0.575
C -0.81047 1.71451 -0.47614 -0.198
C 0.05962 -1.65617 -0.25855 -0.246
C 0.97653 -0.48014 0.18242 -0.131
H 1.35120 0.10165 -0.65899 0.114
H 1.88458 -1.08065 0.59840 0.153
H -1.22893 2.82883 -0.53572 0.164
H -0.41571 2.19143 1.64817 0.131
H -0.10273 1.32589 -1.19556 0.102
H 1.82541 -2.56333 -0.77533 0.160
H -0.21959 -2.16739 0.67887 0.125
H -0.87890 -1.23876 -0.78533 0.127
H -2.28155 0.44117 -1.24166 0.058
```

two) ORCA calculation (ωB97M-V with the def2-TZVPD basis set) on 2 unconnected molecules or ions with the total composition C4H9NO3.

gap between HOMO and LUMO = 7.0865 eV
LUMO level = -2.31 eV

The geometry in XYZ format:
```
17
Properties=species:S:1:pos:R:3:lowdin_charge:R:1
O 3.26110 -0.99295 -0.53593 0.095
O 1.51491 -0.91789 -1.87188 0.107
O -2.37712 -0.00383 0.83713 -0.107
N -0.28394 0.83452 -0.76901 0.113
C 0.04515 0.18290 0.45113 -0.313
C -1.36529 -0.76370 0.76787 -0.313
C 1.93728 -0.73624 -0.76307 -0.517
C 1.25339 -0.51765 0.48979 0.075
H -1.28762 0.90861 -0.73839 0.050
H 0.15294 0.43175 -1.58474 0.075
H -2.87809 2.90009 0.61726 0.045
H -1.47560 -1.49934 -0.04490 0.131
H -1.15606 -1.26333 1.72964 0.122
H 1.66234 -0.78872 1.44738 0.132
H 3.58939 -1.12598 -1.44012 0.125
H -0.07291 0.87226 1.28693 0.168
H -2.51989 2.47949 0.12089 0.013
```

Bottom line: one), by a margin of 270.2 kJ/mol.

one) ORCA calculation (ωB97M-V with the def2-TZVPD basis set) on 2 unconnected molecules or ions with the total composition C4H9NO3.

gap between HOMO and LUMO = 10.2208 eV
LUMO level = 0.05 eV
SMILES string = NC(=O)CCC=O.O

The geometry in XYZ format:
```
17
Properties=species:S:1:pos:R:3:lowdin_charge:R:1
O 1.40524 -2.22167 1.19677 0.059
O -2.74725 2.02674 0.70722 -0.106
O -0.88248 1.15905 -1.41890 0.037
N -0.54376 -1.92556 0.16699 0.143
C 0.14621 0.53426 -1.61704 -0.295
C 0.96305 0.03728 0.88039 -0.063
C 1.16384 0.66081 -0.63053 -0.139
C 0.62390 -1.43709 0.76217 -0.591
H 2.28585 0.42352 -0.91310 0.153
H 1.93066 0.09379 1.49211 0.141
H -1.05259 -1.32219 -0.42229 0.049
H 0.27515 0.49070 1.55846 0.090
H -0.30475 -3.02048 0.12809 0.186
H -2.00589 1.47657 1.07616 0.025
H -2.81867 1.35114 -0.03905 0.045
H 0.22057 -0.05918 -2.55765 0.138
H 1.34095 1.73230 -0.36981 0.127
```

two) ORCA calculation (ωB97M-V with the def2-TZVPD basis set) on 2 unconnected molecules or ions with the total composition C4H9NO3.

gap between HOMO and LUMO = 8.7624 eV
LUMO level = 0.79 eV
SMILES string = C/C(O)=C/O.NC=O

The geometry in XYZ format:
```
17
Properties=species:S:1:pos:R:3:lowdin_charge:R:1
O 2.02730 0.76198 0.84456 -0.015
O 0.56974 -1.49036 1.39048 0.034
O -2.05227 0.40504 0.36377 -0.025
N -1.15337 2.37461 -0.35377 0.117
C 0.62809 -1.02425 0.10174 -0.403
C -1.22262 1.31543 0.51273 -0.416
C 1.21931 0.18017 -0.10688 -0.196
C 0.02220 -1.85944 -0.97659 -0.034
H 0.70030 -2.67829 -1.23916 0.087
H -0.75530 1.54146 1.48968 0.135
H 1.42875 0.56233 -1.09699 0.124
H 1.77142 0.35336 1.69452 0.098
H -0.10703 -2.18960 1.43211 0.119
H -0.40830 3.05208 -0.26503 0.097
H -1.55570 2.24015 -1.27106 0.104
H -0.17999 -1.26177 -1.86936 0.089
H -0.93254 -2.28289 -0.65075 0.083
```

three) ORCA calculation (ωB97M-V with the def2-TZVPD basis set) on 2 unconnected molecules or ions with the total composition C4H9NO3.

gap between HOMO and LUMO = 10.6748 eV
LUMO level = 0.48 eV
SMILES string = O=CCCNC=O.O

The geometry in XYZ format:
```
17
Properties=species:S:1:pos:R:3:lowdin_charge:R:1
O 0.39880 2.40760 1.14021 0.015
O 2.53768 2.89680 -0.36667 -0.088
O -0.79283 -2.75740 -1.84582 0.069
N -0.04899 0.37557 0.22537 0.030
C 0.03131 -1.06058 0.48860 -0.180
C -1.31406 -1.77491 0.30245 -0.137
C -1.51009 -2.06537 -1.18764 -0.274
C 0.08673 1.24322 1.28512 -0.323
H 0.74771 -1.56970 -0.15559 0.123
H 1.64225 2.51746 -0.33675 -0.015
H 0.36210 -1.14091 1.51690 0.113
H -2.18564 -1.18805 0.58273 0.105
H 2.33992 3.67505 0.17444 0.032
H -2.32321 -1.45780 -1.63133 0.120
H -0.45065 0.86003 2.16664 0.145
H -0.04309 0.79462 -0.69032 0.146
H -1.36154 -2.68564 0.90074 0.119
```

Bottom line: three), by a margin of 5.0 kJ/mol.

one) ORCA calculation (ωB97M-V with the def2-TZVPD basis set) on 2 unconnected molecules or ions with the total composition C4H9NO3.

gap between HOMO and LUMO = 9.9256 eV
LUMO level = 0.74 eV
SMILES string = O=CCCNC=O.O

The geometry in XYZ format:
```
17
Properties=species:S:1:pos:R:3:lowdin_charge:R:1
O -2.05165 0.25624 2.24124 -0.033
O 2.61867 -2.10415 -1.11608 0.021
O -2.18217 2.25174 0.14841 0.005
N -0.68909 -0.17748 0.60081 -0.018
C 0.17066 -0.95731 -0.29212 -0.196
C 2.61791 -0.89682 -1.20867 -0.230
C -1.16599 -0.50679 1.86393 -0.299
C 1.32716 -0.06562 -0.91596 -0.135
H 3.56070 -0.43263 -1.60946 0.123
H 0.66544 -1.95584 0.07858 0.138
H -0.58287 -1.27463 -1.14530 0.143
H 1.61120 0.80045 -0.32365 0.101
H -2.29547 3.09551 -0.13798 -0.003
H 0.87563 0.52093 -1.70621 0.101
H -2.56000 2.09172 0.98895 0.021
H -1.13695 0.70284 0.12937 0.139
H -0.78319 -1.34817 2.40416 0.122
```

two) ORCA calculation (ωB97M-V with the def2-TZVPD basis set) on a molecular structure, C4H9NO3.

gap between HOMO and LUMO = 9.1331 eV
LUMO level = 0.13 eV

The geometry in XYZ format:
```
17
Properties=species:S:1:pos:R:3:lowdin_charge:R:1
O 1.41836 -1.17631 0.47688 0.021
O -0.37465 1.72120 -0.75822 0.020
O -1.86627 0.04971 0.73735 -0.046
N -0.96483 -0.75407 0.47284 0.008
C -0.71756 -0.79293 -1.74534 0.005
C 0.35297 0.58261 -0.71813 -0.207
C 0.46999 -0.15107 0.56271 -0.572
C 0.66744 0.63021 1.84822 0.010
H -0.88217 -0.03749 -2.51312 0.045
H 0.04688 -1.51983 -2.00737 0.038
H 1.14760 -2.02969 0.11108 0.111
H -1.68388 -1.26560 -1.60621 0.042
H 1.66799 1.06579 1.86099 0.098
H -0.07253 1.42015 1.97388 0.079
H 0.58145 -0.05210 2.69769 0.096
H 1.17915 0.55534 -1.41832 0.147
H -0.96996 1.75407 0.02508 0.104
```

three) ORCA calculation (ωB97M-V with the def2-TZVPD basis set) on C4H9NO3 in the gas phase.

gap between HOMO and LUMO = 10.2013 eV
LUMO level = 0.57 eV
SMILES string = N[C@H](CCO)C(=O)O

The geometry in XYZ format:
```
17
Properties=species:S:1:pos:R:3:lowdin_charge:R:1
O -0.51449 -0.90639 -2.28274 0.028
O -0.32538 1.20929 2.48749 -0.138
O 1.44679 -1.26618 -1.26562 0.090
N 0.33362 1.63428 -0.54578 0.069
C -0.26651 0.29885 -0.30709 -0.250
C 0.47911 -0.54561 -1.37848 -0.464
C -0.93628 0.00567 2.02508 -0.273
C -0.06443 -0.69243 0.93725 -0.106
H -1.16000 -0.59121 3.04465 0.156
H 0.09075 2.32124 0.07609 0.014
H -1.28920 0.47460 -0.43170 0.116
H -0.09456 1.99296 1.85279 0.117
H -1.93458 0.32158 1.67191 0.104
H 1.04180 -0.97855 1.35482 0.176
H -0.18721 -1.64099 -2.97717 0.187
H -0.28373 -1.67296 0.72490 0.071
H 1.35471 1.64069 -0.66942 0.103
```

Bottom line: one), by a margin of 109.2 kJ/mol.